No. 1
This record from OMol25 describes 2 unconnected molecules or ions with the total composition CH4N2P2 at a distorted geometry. The level of theory is wB97M-V/def2-TZVPD.

Last column: Mulliken charge in e.
Atoms and positions in Å:
C  0.092  -0.563  -0.239  0.370
N  1.003  0.578  -0.239  -0.495
N  -0.756  -0.508  0.973  -0.476
P  1.924  -0.867  -0.064  0.003
P  -1.663  -0.815  -0.471  0.082
H  0.862  1.190  -1.106  0.257
H  -1.013  0.407  1.373  0.277
H  2.059  -0.806  1.354  0.057
H  -2.509  1.385  -1.581  -0.075

Properties
M: 106.00 g mol⁻¹
spin multiplicity: 1
maximum force: 3.72 eV/A
charge: 0
HOMO (alpha / beta): -8.23 / -9.09 eV
frontier orbital gap (alpha / beta): 7.568 / 8.252 eV
ΔE to the lowest compared entry with this formula, charge and spin: 501.6 kJ/mol
total energy: -832.49379 a.u.

=====

No. 2
This record from OMol25 describes a molecular structure, C11H29BClFNNbO2P at a distorted geometry. The level of theory is wB97M-V/def2-TZVPD.

Last column: Mulliken charge in e.
Atoms and positions in Å:
C  2.377  0.881  2.581  -1.664
C  2.060  -0.069  1.414  -0.354
P  1.285  0.763  -0.054  0.357
C  0.901  2.529  0.345  -0.527
C  0.664  3.332  -0.924  -1.254
Nb  -0.553  -0.524  -1.192  -0.518
C  0.015  0.333  -3.244  -1.189
Cl  -2.221  -2.025  -2.253  -0.467
C  -2.136  1.061  -0.780  -0.468
C  -2.998  1.442  -1.970  -0.685
F  -2.348  2.340  -2.825  -0.306
C  1.003  -2.229  -1.506  -1.078
O  2.269  -1.615  -1.867  -0.037
C  3.362  -2.408  -1.505  -0.862
B  -1.206  -1.556  0.813  0.798
O  -0.871  -2.912  1.024  -0.491
N  -2.000  -0.959  1.888  -0.013
C  -2.442  -1.890  2.917  -1.021
C  -1.434  0.246  2.476  -0.836
H  2.827  0.314  3.388  0.406
H  3.101  1.607  2.233  0.444
H  1.470  1.374  2.909  0.349
H  1.497  -0.923  1.775  0.265
H  3.016  -0.457  1.077  0.479
H  1.786  2.958  0.809  0.433
H  0.084  2.685  1.050  0.454
H  0.613  4.383  -0.654  0.390
H  -0.259  3.057  -1.421  0.158
H  1.469  3.181  -1.633  0.375
H  -0.866  0.190  -3.873  0.315
H  0.173  1.408  -3.218  0.293
H  0.853  -0.179  -3.709  0.418
H  -1.767  2.006  -0.374  0.218
H  -2.837  0.678  -0.039  0.396
H  -3.885  1.964  -1.600  0.361
H  -3.350  0.581  -2.531  0.279
H  1.195  -2.775  -0.582  0.521
H  0.698  -2.916  -2.297  0.447
H  4.268  -1.883  -1.805  0.235
H  3.400  -2.582  -0.426  0.302
H  3.325  -3.367  -2.033  0.320
H  -0.938  -3.331  0.146  0.244
H  -3.007  -2.693  2.464  0.304
H  -1.615  -2.356  3.463  0.319
H  -3.073  -1.391  3.649  0.324
H  -1.302  1.015  1.721  -0.164
H  -0.471  0.068  2.962  0.301
H  -2.130  0.645  3.213  0.428

Properties
M: 396.50 g mol⁻¹
spin multiplicity: 1
maximum force: 2.56 eV/A
charge: -1
HOMO: -3.55 eV
frontier orbital gap: 6.052 eV
total energy: -1624.93504 a.u.

=====

No. 3
This record from OMol25 describes a molecular structure, C53H63BFeN5O5P3SSi at a distorted geometry. The level of theory is wB97M-V/def2-TZVPD.

Last column: Mulliken spin population.
Atoms and positions in Å:
Fe  -0.512  0.399  0.115  3.565
C  0.135  -3.797  -2.010  0.006
N  -0.493  -2.531  -1.609  0.063
P  -1.184  -2.429  -0.034  0.090
C  -2.576  -3.615  -0.211  0.049
C  -3.181  -3.784  -1.455  0.003
C  -4.270  -4.630  -1.610  -0.002
C  -4.791  -5.299  -0.512  0.002
C  -4.221  -5.110  0.739  -0.006
C  -3.128  -4.270  0.892  0.015
C  -0.061  -3.328  1.098  0.160
C  0.949  -2.562  1.921  0.051
C  1.143  -3.144  3.300  0.325
C  0.898  -4.451  3.534  -0.064
C  0.333  -5.265  2.519  0.365
C  -0.207  -4.668  1.374  -0.085
P  0.013  -0.961  -2.112  -0.026
C  -1.407  -0.320  -3.071  -0.030
C  -1.557  1.062  -3.159  0.102
C  -2.525  1.609  -3.991  -0.002
C  -3.371  0.777  -4.710  0.000
C  -3.228  -0.604  -4.621  0.000
C  -2.235  -1.147  -3.823  -0.005
C  1.149  -1.340  -3.502  0.024
C  2.322  -2.047  -3.215  0.005
C  3.204  -2.397  -4.223  -0.002
C  2.940  -2.030  -5.535  0.002
C  1.796  -1.303  -5.827  -0.001
C  0.906  -0.954  -4.819  -0.002
H  -0.537  -4.615  -1.747  -0.001
H  1.090  -3.972  -1.505  -0.004
H  0.291  -3.824  -3.085  -0.001
H  -2.790  -3.249  -2.308  0.004
H  -4.707  -4.765  -2.591  0.000
H  -5.640  -5.962  -0.631  0.000
H  -4.630  -5.621  1.603  0.000
H  -2.702  -4.129  1.875  0.000
H  0.706  -1.502  2.005  0.042
H  1.584  -2.504  4.057  0.004
H  1.100  -4.880  4.509  0.004
H  0.204  -6.325  2.688  0.001
H  -0.818  -5.283  0.725  0.012
H  -0.902  1.710  -2.587  -0.038
H  -2.620  2.685  -4.083  0.000
H  -4.130  1.204  -5.353  0.000
H  -3.881  -1.255  -5.190  0.000
H  -2.072  -2.219  -3.806  0.000
H  2.537  -2.326  -2.190  0.001
H  4.102  -2.953  -3.983  0.000
H  3.626  -2.307  -6.326  0.000
H  1.585  -1.003  -6.846  0.000
H  0.023  -0.388  -5.077  0.001
C  1.277  4.265  1.878  -0.001
C  0.025  4.197  1.046  0.008
C  -0.569  5.374  0.641  0.009
C  -1.794  5.300  -0.017  -0.002
C  -2.368  4.077  -0.254  0.009
C  -1.706  2.889  0.149  0.022
N  -0.508  2.986  0.791  0.024
N  -2.200  1.643  -0.048  0.028
Si  -3.916  1.319  -0.166  0.018
C  -4.680  1.534  1.533  0.004
C  -4.903  2.438  -1.322  0.005
C  -4.156  -0.418  -0.844  0.006
H  1.028  4.590  2.891  0.000
H  1.975  4.995  1.465  0.000
H  1.771  3.302  1.932  0.004
H  -0.098  6.326  0.854  0.001
H  -2.304  6.208  -0.321  0.000
H  -3.319  3.998  -0.760  0.001
H  -4.485  2.543  1.915  0.000
H  -4.284  0.816  2.257  -0.001
H  -5.766  1.400  1.478  0.000
H  -4.359  2.659  -2.243  0.000
H  -5.183  3.385  -0.848  0.000
H  -5.833  1.929  -1.599  0.000
H  -4.667  -1.068  -0.127  0.002
H  -3.203  -0.875  -1.096  -0.012
H  -4.763  -0.399  -1.753  0.000
C  5.687  2.469  0.283  0.001
C  4.333  2.200  0.901  -0.005
O  3.322  2.217  -0.128  0.010
P  2.254  1.025  -0.319  0.019
O  3.078  -0.004  -1.243  0.070
C  4.002  0.419  -2.277  0.007
C  5.239  -0.448  -2.265  0.000
O  1.269  1.778  -1.393  -0.036
C  1.362  3.078  -2.020  -0.002
C  1.939  2.986  -3.415  0.001
H  6.429  2.616  1.071  0.000
H  5.645  3.374  -0.325  0.000
H  6.008  1.636  -0.346  0.000
H  4.086  2.980  1.619  0.000
H  4.320  1.239  1.422  -0.001
H  4.272  1.461  -2.117  -0.001
H  3.484  0.342  -3.232  0.000
H  5.820  -0.287  -1.358  0.000
H  5.861  -0.209  -3.131  0.000
H  4.971  -1.503  -2.309  0.000
H  1.943  3.751  -1.398  0.001
H  0.338  3.453  -2.060  -0.004
H  3.000  2.735  -3.395  0.000
H  1.821  3.951  -3.912  0.000
H  1.413  2.226  -3.999  0.000
N  0.545  1.400  3.144  0.004
C  -0.526  0.615  3.432  0.022
N  -1.264  0.014  2.531  0.004
C  -2.251  -0.754  3.162  0.029
C  -3.246  -1.497  2.538  -0.004
C  -4.164  -2.195  3.305  0.003
C  -4.114  -2.164  4.696  0.002
C  -3.136  -1.427  5.340  -0.003
C  -2.220  -0.735  4.563  0.019
S  -0.915  0.277  5.101  0.003
H  0.414  1.939  2.285  -0.001
H  0.923  1.930  3.913  0.001
H  -3.305  -1.491  1.463  -0.003
H  -4.931  -2.777  2.809  0.000
H  -4.852  -2.703  5.275  0.000
H  -3.084  -1.380  6.421  0.000
O  2.921  -3.786  0.686  -0.009
B  2.455  -2.735  1.453  0.104
O  3.505  -2.048  2.059  0.007
C  4.640  -2.757  1.720  0.006
C  5.936  -2.569  2.140  0.000
C  6.886  -3.469  1.658  0.000
C  6.534  -4.504  0.798  0.001
C  5.215  -4.690  0.389  -0.002
C  4.288  -3.800  0.876  0.003
H  6.205  -1.772  2.821  0.000
H  7.920  -3.360  1.963  0.000
H  7.301  -5.184  0.450  0.000
H  4.928  -5.502  -0.268  0.000

Properties
M: 1069.85 g mol⁻¹
spin multiplicity: 6
maximum force: 1.61 eV/A
charge: +1
HOMO (alpha / beta): -9.22 / -9.62 eV
frontier orbital gap (alpha / beta): 7.252 / 6.666 eV
ΔE to the lowest compared entry with this formula, charge and spin: 0.0 kJ/mol
total energy: -5707.77264 a.u.

=====

No. 4
This record from OMol25 describes a molecular structure, C9H24KO11 at a distorted geometry. The level of theory is wB97M-V/def2-TZVPD.

Last column: Mulliken charge in e.
Atoms and positions in Å:
K  0.774  -0.477  -0.626  0.840
C  -1.806  0.500  -2.338  0.410
O  -2.384  1.380  -3.053  -0.810
O  -2.383  -0.172  -1.361  -0.535
O  -0.611  0.133  -2.797  -0.847
C  3.747  3.434  -1.208  -0.445
C  2.430  3.320  -0.459  -0.470
O  1.692  2.166  -0.843  -0.249
O  4.666  2.443  -0.782  -0.510
H  4.183  4.397  -0.932  0.303
H  3.528  3.377  -2.276  0.304
H  1.830  4.212  -0.709  0.311
H  2.526  3.415  0.624  0.276
H  1.167  2.395  -1.622  0.235
H  4.577  1.657  -1.325  0.279
C  -2.274  -3.137  -2.863  -0.523
C  -0.999  -3.211  -2.043  -0.083
O  -1.122  -2.640  -0.747  -0.501
O  -3.429  -3.527  -2.154  -0.590
H  -2.189  -3.683  -3.806  0.391
H  -2.372  -2.107  -3.244  0.162
H  -0.159  -2.800  -2.615  0.138
H  -0.754  -4.273  -1.885  0.363
H  -1.714  -1.863  -0.894  0.193
H  -3.491  -2.972  -1.369  0.387
C  1.726  -0.838  2.457  -0.491
C  3.043  -1.157  3.091  -0.447
O  3.472  -0.109  3.957  -0.525
O  1.796  0.310  1.619  -0.337
H  0.965  -0.574  3.206  0.273
H  1.312  -1.733  1.989  0.437
H  3.806  -1.271  2.312  0.264
H  2.945  -2.077  3.679  0.348
H  4.330  -0.338  4.318  0.296
H  1.842  1.076  2.195  0.211
C  -2.599  0.117  1.943  -0.451
C  -3.663  1.026  1.349  -0.572
O  -4.510  0.386  0.418  -0.638
O  -1.493  -0.032  1.045  -0.331
H  -2.907  -0.897  2.221  0.281
H  -2.223  0.592  2.863  0.246
H  -3.145  1.832  0.814  0.264
H  -4.283  1.467  2.134  0.371
H  -3.971  0.226  -0.397  0.440
H  -1.876  0.026  0.115  0.330

Properties
M: 347.38 g mol⁻¹
spin multiplicity: 1
maximum force: 4.44 eV/A
charge: -1
HOMO: -3.11 eV
frontier orbital gap: 4.887 eV
ΔE to the lowest compared entry with this formula, charge and spin: 0.0 kJ/mol
total energy: -1784.94862 a.u.

=====

No. 5
This record from OMol25 describes C3H5N2PS in the gas phase at a distorted geometry. The level of theory is wB97M-V/def2-TZVPD.

Last column: Mulliken spin population.
Atoms and positions in Å:
C  0.904  0.933  0.091  0.061
C  -1.652  -0.644  0.418  1.388
C  2.309  0.773  0.229  -0.002
N  -0.156  1.458  0.142  0.013
N  -1.317  1.872  -0.056  0.029
P  -2.210  -2.301  0.041  0.099
S  -2.504  0.637  -0.174  0.316
H  2.726  1.684  0.052  0.002
H  2.465  0.296  1.228  0.005
H  2.794  0.153  -0.522  0.005
H  -0.892  -2.771  -0.179  0.052
H  -2.465  -2.088  -1.270  0.032

Properties
M: 132.13 g mol⁻¹
spin multiplicity: 3
maximum force: 3.77 eV/A
charge: 0
HOMO (alpha / beta): -6.37 / -7.90 eV
frontier orbital gap (alpha / beta): 6.897 / 6.350 eV
ΔE to the lowest compared entry with this formula, charge and spin: 304.3 kJ/mol
total energy: -966.07939 a.u.